Record 1
{"formula": "C5H7NO2", "method": "wB97M-V/def2-TZVPD", "elements": ["C", "C", "C", "C", "C", "H", "H", "H", "H", "H", "H", "H", "N", "O", "O"], "positions_angstrom": [[0.5859, 1.1912, -0.8408], [0.7367, -0.2394, -0.2653], [-0.1667, -1.2549, -0.3647], [-1.3560, 0.2383, 0.8105], [-0.3028, -0.4251, 0.9416], [-0.4871, 1.4422, -1.0175], [0.9325, 1.6951, 0.0921], [0.9360, 1.3334, -1.8855], [2.0423, -0.4757, 1.1504], [0.4037, -2.2303, -0.5972], [-1.9223, 1.0879, 1.2211], [0.0123, -0.5034, 1.9689], [-2.0429, -0.0868, -0.2106], [2.0296, -0.7224, 0.0146], [-1.4013, -1.0500, -1.0176]], "multiplicity": 1, "mol_weight_da": 113.1, "smiles": "C[C@]1(O)[C@@H]2ON=C[C@@H]21", "largest_force_ev_per_a": 12.2, "e_above_lowest_kcal_mol": 153.1, "total_energy_ha": -399.72158}



Record 2
{"formula": "C14H37LiN2O6", "method": "wB97M-V/def2-TZVPD", "elements": ["Li", "C", "O", "H", "H", "H", "C", "O", "H", "H", "H", "H", "C", "O", "C", "C", "N", "C", "C", "O", "C", "H", "H", "H", "H", "H", "H", "H", "H", "H", "H", "H", "H", "H", "H", "H", "C", "O", "C", "C", "N", "C", "C", "O", "C", "H", "H", "H", "H", "H", "H", "H", "H", "H", "H", "H", "H", "H", "H", "H"], "positions_angstrom": [[-0.0620, -61.1090, -43.0122], [-2.3257, -60.8293, -44.0360], [-1.3318, -59.7908, -43.8383], [-1.6531, -61.6956, -44.1322], [-2.8889, -60.8438, -44.8013], [-2.9517, -60.9911, -43.1003], [-0.8489, -59.9280, -40.5665], [0.3537, -60.2349, -41.1076], [-1.3449, -60.8247, -40.2548], [-1.5979, -59.4630, -41.0345], [-0.7255, -59.3825, -39.7047], [1.0835, -59.7388, -40.7277], [-2.0181, -62.1455, -45.7737], [-1.2364, -63.0408, -46.6014], [-0.0797, -62.3965, -47.1055], [1.0008, -63.3479, -47.6819], [2.0004, -62.7151, -48.5185], [2.8566, -63.6449, -49.0501], [3.9603, -62.9490, -49.9484], [4.7741, -63.9840, -50.4850], [5.8858, -63.5544, -51.0316], [-1.3523, -61.6153, -45.2063], [-2.5402, -62.8986, -45.3116], [-2.6036, -61.7346, -46.3676], [0.4350, -61.7334, -46.1961], [-0.6210, -61.7915, -47.9038], [0.5117, -64.0377, -48.2298], [1.3800, -63.8213, -46.8060], [2.5320, -62.1425, -47.7937], [2.2620, -64.3017, -49.7420], [3.4258, -64.2805, -48.2475], [4.4567, -62.0723, -49.3423], [3.3776, -62.3196, -50.8128], [6.3441, -62.8904, -50.1978], [5.5754, -62.7781, -51.7223], [6.4613, -64.3766, -51.3739], [-1.0343, -63.6266, -41.1164], [-0.3858, -63.0417, -42.3039], [0.7783, -63.7705, -42.6564], [1.2795, -63.0824, -43.9512], [1.8590, -61.8338, -43.5495], [2.2937, -61.0139, -44.6537], [2.5681, -59.5159, -44.2680], [3.0654, -58.8272, -45.3551], [3.0398, -57.4140, -45.2196], [-1.2024, -64.6331, -41.2072], [-2.0188, -63.2683, -40.7499], [-0.3217, -63.6651, -40.1904], [0.4088, -64.9066, -42.8352], [1.4613, -63.7459, -42.0188], [0.4917, -62.8522, -44.7767], [2.0567, -63.6544, -44.5205], [2.5579, -61.9108, -43.0845], [1.6525, -60.9328, -45.3583], [3.2333, -61.3545, -44.9616], [3.5196, -59.4383, -43.5952], [1.6113, -59.1376, -43.9371], [2.1834, -57.1165, -45.3988], [3.4281, -56.9645, -46.1560], [3.6859, -57.0833, -44.3697]], "multiplicity": 1, "mol_weight_da": 336.4, "largest_force_ev_per_a": 13.1, "e_above_lowest_kcal_mol": 84.4, "total_energy_ha": -1123.56677}



Record 3
{"formula": "C5H4O2", "method": "wB97M-V/def2-TZVPD", "elements": ["O", "C", "O", "C", "C", "C", "C", "H", "H", "H", "H"], "positions_angstrom": [[1.8160, -1.6049, 0.4808], [1.4395, -0.5339, 0.2455], [-0.5830, -2.0173, -0.8971], [-0.9335, -1.1277, -0.1558], [-1.1148, 0.3498, -0.2840], [-0.1348, 1.2425, -0.0992], [1.2199, 0.7617, 0.0515], [-1.3323, -1.3446, 0.8500], [-2.1592, 0.6039, -0.1291], [-0.3316, 2.3105, 0.0000], [2.1140, 1.3601, -0.0625]], "multiplicity": 1, "mol_weight_da": 96.1, "smiles": "O=C=C/C=C\\C=O", "largest_force_ev_per_a": 2.0, "e_above_lowest_kcal_mol": 49.6, "total_energy_ha": -343.31325}



Record 4
{"formula": "C6H12O", "method": "wB97M-V/def2-TZVPD", "elements": ["C", "C", "O", "C", "C", "C", "C", "H", "H", "H", "H", "H", "H", "H", "H", "H", "H", "H", "H"], "positions_angstrom": [[2.4758, 0.1166, -0.0965], [1.0609, -0.3304, 0.2370], [1.0685, -0.7546, 1.5936], [0.0358, 0.7676, 0.0646], [-0.7887, 0.9259, -1.1802], [-1.4466, 0.4578, 0.0876], [-1.9989, -0.9527, 0.1628], [2.5683, 0.3609, -1.1601], [3.1837, -0.6836, 0.1426], [2.7475, 0.9981, 0.4949], [0.8029, -1.1792, -0.4197], [0.1471, -0.7587, 1.8834], [0.3265, 1.6893, 0.5692], [-0.6666, 0.1842, -1.9681], [-0.9976, 1.9287, -1.5419], [-2.0578, 1.1951, 0.6063], [-1.2933, -1.6921, -0.2302], [-2.9142, -1.0274, -0.4347], [-2.2532, -1.2452, 1.1893]], "multiplicity": 1, "mol_weight_da": 100.2, "smiles": "C[C@@H]1C[C@@H]1[C@@H](C)O", "largest_force_ev_per_a": 0.4, "e_above_lowest_kcal_mol": 22.9, "total_energy_ha": -311.02276}